[1]
ORCA calculation (wB97M-V/def2-TZVPD) on C14H41FNNbO6PS4 as an isolated structure in a non-equilibrium geometry.

XYZ file:
```
69
Properties=species:S:1:pos:R:3:forces:R:3
C 2.52017 0.59192 2.41587 0.2 -0.3 -0.1
C 2.76648 0.45366 0.92778 0.1 -0.1 0.1
O 1.63206 0.80129 0.18275 0.0 0.0 -0.2
C 0.98414 -0.31788 -0.42341 0.1 0.2 0.1
C -0.21670 0.17054 -1.19081 -0.5 0.0 -0.1
Nb -1.99517 0.63194 0.09647 -2.1 1.8 -0.7
S -3.13315 0.97870 -2.12812 0.7 -0.3 -0.2
O -3.71324 1.19524 0.98695 1.2 -0.9 -0.4
C -4.10645 0.65262 2.23603 -0.2 0.4 0.1
C -5.45398 -0.04197 2.13000 0.0 0.0 -0.2
C -1.11261 2.75658 0.26261 0.4 -0.8 0.9
C -1.23948 3.34206 1.65565 -0.1 0.2 -0.1
F -1.86958 3.60396 -0.58579 -0.1 0.0 -0.2
P -2.47933 -1.92160 0.05831 0.5 -0.3 0.1
N -1.06656 -2.84930 -0.40624 -0.6 -0.1 0.3
O -2.79223 -2.45977 1.62010 -0.2 -0.2 -0.1
H 1.96525 1.49373 2.64524 -0.1 0.2 0.0
H 1.97040 -0.27310 2.76594 -0.3 0.0 0.2
H 3.47720 0.60180 2.93594 0.1 0.1 0.2
H 3.05056 -0.58151 0.72422 0.1 -0.1 -0.1
H 3.61170 1.06516 0.60627 0.0 0.3 -0.1
H 0.71440 -1.03223 0.35597 0.0 -0.1 0.1
H 1.69790 -0.80957 -1.09369 0.2 -0.1 -0.1
H 0.08018 1.04000 -1.77854 0.0 0.2 -0.1
H -0.47338 -0.59571 -1.91968 -0.1 -0.2 -0.1
H -1.09245 0.31260 1.66208 0.0 -0.1 -0.1
H -4.39298 1.06980 -1.72422 -0.3 0.1 0.3
H -4.18071 1.47953 2.94354 0.0 0.2 0.1
H -3.35805 -0.02950 2.63518 0.1 -0.1 0.0
H -5.34889 -1.11951 2.05869 0.0 -0.2 0.0
H -6.09952 0.20091 2.96823 -0.1 0.0 0.2
H -5.93495 0.30355 1.22023 -0.2 0.1 -0.1
H -0.08954 2.82984 -0.08591 0.2 -0.1 -0.1
H -2.26385 3.68569 1.77293 -0.2 0.0 0.1
H -1.04506 2.60524 2.42448 0.2 -0.1 0.1
H -0.59288 4.20934 1.79732 0.1 0.1 0.1
H -1.38064 -3.78606 -0.63264 0.0 -0.1 -0.1
H -0.45776 -2.95501 0.39944 0.3 0.1 -0.1
H -2.08627 -2.19341 2.21218 0.2 0.2 0.3
C 3.40936 -4.11511 3.54267 0.1 -0.1 0.0
S 2.13356 -3.52083 4.65992 0.1 -0.1 0.0
O 1.39383 -2.46929 3.92796 -0.2 0.1 -0.1
C 3.25098 -2.66947 5.78111 0.1 0.0 0.1
H 2.91010 -4.63632 2.72916 0.0 0.0 0.0
H 3.96629 -3.26443 3.15058 0.0 0.0 0.0
H 4.06835 -4.80239 4.07363 0.0 0.0 0.0
H 3.81954 -1.92586 5.22326 0.0 0.0 0.0
H 3.91409 -3.39386 6.25449 0.0 0.0 0.0
H 2.64076 -2.17879 6.53568 0.0 0.0 0.0
C -1.73735 -1.41805 -6.27951 -0.1 -0.1 0.0
S -0.90636 -1.32102 -4.68799 0.0 0.2 0.2
O 0.49221 -0.90997 -4.98118 0.1 0.0 -0.1
C -0.86744 -3.08758 -4.37473 0.0 -0.1 0.0
H -1.82457 -0.40269 -6.65875 0.0 0.0 0.0
H -1.14345 -2.02478 -6.96388 0.0 0.0 0.0
H -2.73046 -1.84516 -6.14076 0.0 0.0 0.0
H -0.33594 -3.58985 -5.18407 0.0 0.0 0.0
H -1.88918 -3.45722 -4.28706 0.0 0.0 0.0
H -0.34607 -3.22716 -3.42952 0.0 0.0 0.0
C 2.32574 3.46579 -1.29790 0.0 0.1 0.0
S 3.36161 3.87349 -2.69462 0.0 -0.1 0.0
O 3.93777 5.22836 -2.45384 0.0 0.1 0.0
C 2.01110 4.07871 -3.85895 0.0 0.0 -0.1
H 2.96704 3.32442 -0.43129 0.0 0.0 0.0
H 1.62698 4.28270 -1.11628 0.0 0.0 0.0
H 1.79379 2.53805 -1.49714 0.0 0.0 0.0
H 1.33566 4.84997 -3.49005 0.0 0.0 0.0
H 1.48694 3.12936 -3.96992 0.0 0.0 0.0
H 2.44011 4.37946 -4.81233 0.0 0.0 0.0
```
Positions in Å, forces in eV/Å.

Computed properties:
2S+1: 1
HOMO energy, eV: -4.1
Total charge: -1

[2]
ORCA calculation (wB97M-V/def2-TZVPD) on an isolated molecule of C4H8BClS2 in a non-equilibrium geometry.

XYZ file:
```
16
Properties=species:S:1:pos:R:3:forces:R:3
B 1.18315 -0.54750 -1.09539 -1.2 0.3 3.4
C -0.27684 -0.16448 -1.47384 0.2 1.3 -1.6
C -1.23119 -0.01267 -0.27151 -1.1 -0.2 -0.4
C 0.79804 -0.29692 1.24384 1.2 -0.6 -3.3
C -0.46380 0.43355 1.02094 -1.9 -1.7 0.5
S 2.81758 -0.85242 -1.63527 -0.9 0.0 -1.9
S -1.72309 0.28929 2.49625 -0.5 -2.3 -2.6
Cl 2.07425 0.74435 1.76929 1.0 0.9 0.6
H -0.24070 0.81243 -2.03953 0.4 -0.4 0.7
H -0.73486 -0.75412 -2.29911 0.3 -0.2 0.7
H -2.02127 0.78805 -0.49570 0.9 -1.3 0.4
H -1.72284 -1.02382 -0.27114 0.1 1.0 1.0
H 0.91582 -1.20082 1.83583 -0.8 0.0 -0.3
H -0.30496 1.45326 0.85556 0.6 1.6 0.1
H 2.46432 -0.84177 -3.02806 0.6 0.0 1.7
H -1.53360 1.17359 3.38785 1.1 1.9 1.1
```
Positions in Å, forces in eV/Å.

Computed properties:
2S+1: 1
ΔE to the lowest compared entry with this formula, charge and spin, kcal/mol: 43.2
HOMO energy, eV: -7.9
Total charge: 0

[3]
ORCA calculation (wB97M-V/def2-TZVPD) on an isolated ion of composition C7H8N and charge +1 in a non-equilibrium geometry.

XYZ file:
```
16
Properties=species:S:1:pos:R:3:forces:R:3
C 0.16799 -0.76348 0.36073 0.4 0.8 0.3
C -3.61078 1.24890 -0.84240 -0.1 1.7 -0.2
C -2.30895 -0.81211 0.31607 0.1 1.5 0.4
C 2.68866 -0.58512 0.18839 0.0 0.6 0.9
C -2.90309 0.39151 -0.25001 0.3 -1.1 -0.9
C 1.39419 -0.37827 0.37665 -1.3 -0.6 -0.8
C 3.74855 0.47639 0.04183 -0.7 -2.4 3.3
N -0.98995 -1.17808 0.41434 1.4 -0.4 0.3
H -3.58639 2.20335 -0.26454 -0.1 -0.4 0.2
H -4.12834 1.44718 -1.80376 0.5 -0.8 0.5
H -2.89751 -1.04259 1.18808 -0.1 -0.2 0.8
H -2.68522 -1.53692 -0.38167 -1.3 -0.5 -1.2
H 2.97780 -1.61983 0.38743 0.3 0.2 -0.4
H 3.56252 1.20154 -0.62372 -1.0 2.6 -2.5
H 4.65793 0.01862 -0.13693 1.9 -0.9 -0.8
H 3.91260 0.92890 1.02950 -0.3 0.1 -0.1
```
Positions in Å, forces in eV/Å.

Computed properties:
2S+1: 1
ΔE to the lowest compared entry with this formula, charge and spin, kcal/mol: 85.7
HOMO energy (alpha / beta), eV: -12.1 / -12.1
Total charge: +1

[4]
ORCA calculation (wB97M-V/def2-TZVPD) on C3H7BrCuNO as an isolated structure in a non-equilibrium geometry.

XYZ file:
```
14
Properties=species:S:1:pos:R:3:forces:R:3
Cu -2.90118 -0.74565 -2.03283 0.1 1.4 1.2
Br -4.18554 1.19852 -0.43995 0.8 -1.3 -1.1
C 0.57682 -0.49125 -1.25880 -1.4 0.5 1.2
O -0.44604 -0.89188 -1.82601 0.3 0.0 -0.6
N 0.57637 -0.11167 0.03008 0.6 0.2 0.0
C -0.62853 -0.00461 0.83643 -0.4 -0.1 0.3
C 1.84700 0.23207 0.68771 -0.6 0.1 -0.6
H 1.57205 -0.30456 -1.69109 -0.3 -0.6 -0.6
H -0.66938 0.94467 1.37057 0.5 0.0 0.2
H -0.66130 -0.83119 1.54621 -0.1 0.1 0.1
H -1.56943 0.03166 0.28735 0.3 -0.4 -0.5
H 2.62206 0.29987 -0.07570 0.0 0.2 0.1
H 1.69199 1.19911 1.16616 0.4 -0.1 0.2
H 2.17510 -0.52508 1.39987 -0.3 0.0 0.2
```
Positions in Å, forces in eV/Å.

Computed properties:
2S+1: 1
ΔE to the lowest compared entry with this formula, charge and spin, kcal/mol: 21.4
HOMO energy, eV: -8.5
Total charge: 0

[5]
ORCA calculation (wB97M-V/def2-TZVPD) on an isolated molecule of C26H27BrN4O4 in a non-equilibrium geometry.

XYZ file:
```
62
Properties=species:S:1:pos:R:3:forces:R:3
N 5.67418 0.92734 -2.28227 0.2 0.2 -0.5
C 5.46152 0.40003 -1.06345 -0.3 0.4 0.1
O 6.24893 -0.32625 -0.49521 0.2 -0.3 0.3
C 4.13228 0.81068 -0.43400 0.2 -0.3 0.0
C 3.17507 -0.38356 -0.43941 -0.1 0.3 0.2
N 2.76130 -0.81234 -1.77451 0.3 -0.4 0.1
C 2.50415 -0.05936 -2.86513 0.0 -0.6 -0.4
O 2.96361 1.04419 -3.08489 -0.1 0.6 -0.1
C 1.53130 -0.73357 -3.83302 0.0 0.2 0.1
C 0.16752 -0.53819 -3.21970 -0.2 0.2 -0.2
C -0.49436 0.63629 -3.48374 0.2 -0.3 0.0
C -1.71846 0.94363 -2.87931 -0.3 -0.1 0.2
C -2.26197 0.08298 -1.96953 0.0 0.2 -0.2
C -1.61031 -1.12420 -1.64479 0.2 0.0 -0.1
C -2.14791 -2.00061 -0.67874 0.0 -0.2 0.1
C -1.52671 -3.17458 -0.36406 -0.2 0.1 0.1
C -0.36064 -3.54564 -1.04676 0.2 0.0 -0.2
C 0.18056 -2.72204 -1.99462 0.0 -0.2 0.0
C -0.39333 -1.46617 -2.29884 -0.3 0.1 0.1
C 1.92157 -0.10755 0.36197 0.0 -0.2 0.2
C 1.59040 -0.88040 1.47433 0.1 0.2 -0.2
C 0.42067 -0.67517 2.16579 -0.2 0.1 0.0
C -0.49267 0.33129 1.80254 0.2 0.0 -0.3
N -1.67817 0.48042 2.46114 -0.1 0.0 0.2
C -1.86072 0.03161 3.82170 0.1 0.1 0.3
C -2.64440 1.09608 4.59591 0.0 -0.4 0.1
C -3.97411 1.40221 3.93068 -0.1 0.2 0.1
Br -5.16982 -0.16809 4.08633 0.0 0.1 0.1
C -3.77418 1.75690 2.46964 -0.1 -0.2 -0.2
C -2.93717 0.68391 1.77776 -0.2 0.2 -0.2
C -0.11155 1.14981 0.71443 0.8 -1.1 0.3
N -0.78871 2.36433 0.38456 -0.3 0.8 -0.1
O -0.70478 2.77557 -0.75568 0.0 0.1 -0.1
O -1.36107 2.96387 1.27887 0.0 0.1 0.0
C 1.05134 0.89673 -0.00958 -0.1 0.1 0.1
H 4.90129 1.33909 -2.78720 0.0 -0.1 0.1
H 6.49369 0.64246 -2.79382 0.0 0.0 0.1
H 3.69992 1.66033 -0.95522 0.0 0.0 0.1
H 4.31957 1.07669 0.60759 0.0 0.0 -0.1
H 3.70686 -1.23373 0.00713 -0.1 0.2 0.0
H 2.25947 -1.68837 -1.73170 0.0 0.2 -0.1
H 1.78669 -1.78074 -3.98152 0.0 0.0 0.0
H 1.58846 -0.21360 -4.78892 0.1 -0.1 0.1
H -0.05594 1.34854 -4.16629 0.1 0.1 -0.1
H -2.20977 1.87230 -3.12222 -0.1 0.1 0.0
H -3.20291 0.31070 -1.48841 -0.1 0.0 0.0
H -3.07552 -1.72647 -0.19725 -0.1 0.0 0.1
H -1.94094 -3.83376 0.38391 -0.1 0.0 0.1
H 0.10174 -4.49767 -0.83094 0.1 -0.1 0.0
H 1.04350 -3.07161 -2.54462 0.1 0.0 0.0
H 2.25714 -1.67014 1.78804 0.1 -0.1 0.0
H 0.18288 -1.33304 2.98572 -0.1 -0.1 0.1
H -2.40649 -0.92267 3.85211 0.1 0.0 0.1
H -0.89152 -0.09930 4.30174 -0.1 0.0 0.0
H -2.06117 2.01997 4.61373 0.0 0.0 0.0
H -2.79389 0.75995 5.62369 0.0 0.1 0.0
H -4.50655 2.19354 4.46120 0.0 -0.2 -0.1
H -4.73289 1.85922 1.95834 0.0 0.0 0.1
H -3.24519 2.70999 2.41303 -0.1 -0.1 0.1
H -3.49433 -0.26637 1.79822 0.0 0.1 -0.1
H -2.76688 0.94561 0.73531 0.0 0.0 0.1
H 1.26945 1.53893 -0.85007 0.0 0.1 -0.1
```
Positions in Å, forces in eV/Å.

Computed properties:
2S+1: 1
ΔE to the lowest compared entry with this formula, charge and spin, kcal/mol: 0.0
HOMO energy, eV: -8.2
Total charge: 0

[6]
ORCA calculation (wB97M-V/def2-TZVPD) on an isolated molecule of C5H11N3 in a non-equilibrium geometry.

XYZ file:
```
19
Properties=species:S:1:pos:R:3:forces:R:3
C 2.79232 -0.37417 -0.17684 -1.4 -2.9 -0.5
N 1.53350 0.12113 0.24504 -2.6 -1.1 0.5
C 0.26548 -0.70120 0.07782 2.0 -1.8 2.2
C -0.81996 0.30387 0.11451 0.2 0.3 -0.2
C -1.50983 0.37385 -1.22053 -0.6 0.0 0.7
C -1.82889 0.22285 1.25474 0.2 -3.1 -0.4
N -0.03202 1.56506 0.21243 -2.8 1.9 0.3
N 1.16123 1.42726 0.23959 2.6 -0.7 -0.2
H 3.53533 0.24298 0.16135 2.1 1.2 1.4
H 2.82645 -1.47579 0.17614 0.5 1.9 -0.2
H 2.95263 -0.41333 -1.24468 -0.4 0.0 -0.8
H 0.13393 -1.46228 0.94345 0.6 1.1 -1.4
H 0.37322 -1.24579 -0.84659 -0.3 -0.3 -0.4
H -2.20356 1.18458 -1.14730 0.0 1.0 -0.7
H -2.11707 -0.45431 -1.48769 -0.6 -1.3 0.4
H -0.77282 0.37610 -1.97688 0.7 0.9 -1.1
H -2.02228 -0.86842 1.52184 0.1 1.0 -0.7
H -2.77329 0.61234 0.96699 -0.7 0.7 0.0
H -1.49437 0.56525 2.18663 0.6 1.2 1.1
```
Positions in Å, forces in eV/Å.

Computed properties:
2S+1: 1
ΔE to the lowest compared entry with this formula, charge and spin, kcal/mol: 58.7
HOMO energy, eV: -8.6
Total charge: 0

| no. | calculated total energy (eV) | M (g/mol) |
| --- | --- | --- |
| 1 | -85852.725 | 590.63 |
| 2 | -39144.794 | 166.51 |
| 3 | -8864.756 | 106.15 |
| 4 | -121443.964 | 216.55 |
| 5 | -111592.768 | 539.43 |
| 6 | -9831.361 | 113.16 |